Molecular formula: C43H54N9O17
Method: DFT, ωB97M-V/def2-TZVPD

Element x y z (Å)
O (-9.8218, -29.4714, -12.9389)
C (-13.5265, -38.0357, -9.1073)
N (-13.5536, -36.7806, -9.3369)
C (-17.8089, -34.7374, -12.0114)
C (-14.8229, -36.0544, -9.6856)
H (-11.7671, -31.5274, -15.6437)
C (-13.8721, -36.9577, -16.4145)
H (-18.2807, -38.4722, -12.5471)
C (-15.9883, -33.2396, -6.8857)
O (-19.3145, -27.2686, -11.2825)
H (-14.2749, -30.9320, -11.2130)
O (-12.4961, -38.7854, -8.8387)
H (-13.5308, -37.1829, -17.2052)
N (-19.3477, -28.5337, -11.7259)
N (-10.4160, -30.0027, -13.9134)
H (-17.3812, -38.6413, -8.9012)
O (-16.4067, -29.2577, -10.2954)
C (-16.2849, -30.6890, -8.3887)
C (-12.5659, -31.4111, -14.8339)
O (-16.2159, -28.3905, -8.3350)
H (-23.6380, -35.9668, -12.3574)
O (-17.0073, -41.9090, -10.9185)
N (-16.4252, -29.3143, -9.0708)
C (-16.6798, -32.0486, -8.9893)
H (-18.3402, -33.5201, -13.3985)
C (-12.5735, -30.3169, -12.3459)
H (-14.4336, -37.6372, -12.9897)
H (-18.5961, -27.9199, -16.2795)
H (-16.2374, -34.3763, -15.2972)
C (-18.4538, -28.6340, -17.0317)
H (-14.9130, -29.7820, -6.6054)
O (-15.8592, -34.1166, -17.8749)
C (-20.5510, -29.1855, -9.5031)
H (-15.3672, -36.5762, -10.4875)
H (-24.0231, -38.7905, -13.9864)
C (-20.7774, -30.2648, -8.4613)
H (-20.9740, -36.5214, -13.6692)
C (-15.6475, -35.2328, -15.2487)
C (-14.7108, -31.5639, -13.4642)
C (-17.9591, -38.5530, -11.4362)
C (-15.0308, -35.8136, -16.4761)
O (-9.9873, -30.1787, -14.9891)
C (-21.6472, -37.3258, -13.3161)
C (-19.5327, -30.9956, -17.3833)
C (-19.7007, -31.0002, -11.0734)
C (-14.4923, -37.1376, -13.8727)
H (-19.0636, -32.0505, -17.7872)
C (-15.3814, -31.9370, -6.2167)
C (-22.2157, -36.1801, -9.0755)
C (-22.4033, -36.3552, -7.4989)
H (-23.3784, -36.5630, -7.1249)
C (-19.7983, -36.2059, -7.1938)
H (-21.2007, -38.1632, -13.5789)
C (-20.9106, -36.0105, -9.5493)
H (-19.2794, -28.3902, -17.5780)
H (-17.1052, -29.6317, -15.3058)
H (-16.7924, -34.2424, -8.7746)
H (-13.1536, -38.4829, -14.9906)
C (-15.3804, -35.9948, -13.9528)
H (-12.2008, -34.9519, -9.7060)
N (-15.3115, -35.2705, -17.8445)
O (-17.1185, -34.7617, -11.0021)
C (-13.8604, -31.0899, -12.1343)
H (-12.0143, -29.8023, -11.5769)
H (-14.8633, -32.1747, -5.2434)
H (-20.8797, -28.1954, -9.2620)
C (-13.9298, -31.7738, -14.6680)
O (-15.1439, -35.9657, -18.8832)
H (-11.5495, -36.1815, -8.8328)
H (-23.0388, -36.2338, -9.8420)
C (-12.2695, -35.9714, -9.6249)
C (-16.4634, -33.2829, -8.1691)
H (-21.4868, -30.0990, -7.6844)
H (-14.4833, -38.7585, -9.0887)
H (-19.1532, -31.3191, -12.1583)
O (-25.0552, -36.4391, -13.7709)
O (-18.8152, -35.4491, -12.3077)
C (-17.7307, -39.6082, -9.3295)
H (-20.6033, -32.5287, -8.1488)
H (-17.1743, -40.5800, -12.5146)
H (-16.8895, -31.9244, -10.0190)
H (-19.6600, -33.2111, -10.2631)
H (-18.6989, -38.0664, -10.9449)
H (-18.5369, -39.4673, -9.0156)
H (-20.7606, -35.7411, -10.6547)
H (-17.2321, -37.7912, -11.3661)
H (-23.9119, -37.8298, -15.5075)
C (-23.8626, -36.4359, -13.3363)
C (-17.8799, -30.5056, -15.6403)
H (-14.6671, -35.1079, -10.0030)
C (-13.7623, -37.6494, -15.0159)
H (-15.5035, -35.7509, -8.7632)
N (-18.6247, -36.1252, -6.3867)
C (-23.3551, -38.3250, -14.8026)
H (-18.4757, -35.7983, -9.2001)
O (-18.0673, -31.6794, -15.2523)
N (-22.9422, -37.2988, -13.7990)
C (-15.4948, -30.6199, -7.0785)
H (-15.7671, -32.0426, -13.1837)
H (-17.4984, -28.4762, -17.7492)
C (-19.8515, -32.1225, -10.1501)
C (-19.6706, -35.9728, -8.6728)
C (-11.8225, -30.5364, -13.7250)
O (-18.8197, -36.2291, -5.1608)
H (-17.1269, -40.3547, -8.8900)
N (-18.5302, -30.1023, -16.7416)
C (-17.1894, -40.7604, -11.4307)
C (-19.8460, -29.5941, -10.7740)
C (-20.4807, -31.5669, -8.7866)
C (-21.2197, -36.3859, -6.5992)
O (-17.5973, -33.7150, -12.9065)
H (-19.8533, -30.7762, -18.3950)
H (-20.4842, -31.1557, -16.9414)
H (-16.1460, -34.2094, -6.3316)
H (-22.8038, -39.2134, -15.3248)
H (-14.2669, -32.3659, -15.5588)
O (-19.0470, -28.9441, -12.8097)
H (-21.2803, -36.3346, -5.5950)
H (-21.7428, -37.3307, -12.2766)
H (-15.8347, -35.7231, -13.0728)
O (-17.4777, -36.2293, -6.8709)
H (-11.8044, -36.3705, -10.5278)
N (-17.6944, -39.7467, -10.7141)

Values from the calculation:
* total energy: -3441.58432 hartree
* orbital gap: 0.260 hartree
* charge: -1
* energy above the lowest of the compared OMol25 structures with the same formula, charge and spin: 45.5 kJ/mol
* E_LUMO: 0.23 eV

***

Molecular formula: C3H10NO2
Method: DFT, ωB97M-V/def2-TZVPD

Element x y z (Å)
H (1.9613, -0.7740, -1.4676)
H (-1.1839, 0.7425, 0.0091)
C (-0.3228, 1.1886, 0.4338)
N (-0.1080, -0.8643, -1.9359)
H (-1.1303, -0.6929, 2.4187)
C (1.0500, 0.9791, -0.5482)
O (-1.1709, -1.7318, 2.6259)
H (-1.9059, -2.0938, 2.2627)
H (-0.2074, 0.0710, -2.5300)
H (-0.6222, 2.3311, 0.4081)
H (0.7592, -1.1928, -0.1507)
H (1.8768, 1.0589, 0.2351)
O (-0.2120, 0.5957, 1.6918)
C (0.9246, -0.5165, -0.9728)
H (-1.0174, -0.8796, -1.2175)
H (1.3088, 1.7788, -1.2626)

Values from the calculation:
* total energy: -325.37680 hartree
* orbital gap (alpha / beta): 0.385 / 0.271 hartree
* ⟨S²⟩: 0.75
* 2S+1: 2
* charge: 0
* energy above the lowest of the compared OMol25 structures with the same formula, charge and spin: 179.6 kJ/mol
* E_LUMO (alpha / beta): 0.69 / -2.33 eV

***

Molecular formula: C20H47NO12
Method: DFT, ωB97M-V/def2-TZVPD

Element x y z (Å)
H (2.1844, 0.1958, 5.0029)
H (-2.0212, 1.1406, 1.0371)
H (1.0666, -1.3289, 3.4358)
C (1.9025, 0.5729, 4.0084)
C (-1.0608, 5.0862, -3.0067)
C (-3.2404, -2.0206, -6.1483)
C (-3.1966, -4.9228, -4.0833)
H (-1.6863, 1.1767, -2.2956)
H (0.0450, 0.8866, -2.5232)
C (-1.2041, -3.6225, -3.5396)
H (0.5864, -4.2621, 0.8941)
O (1.3454, -2.3695, 1.3006)
H (-1.5850, -2.7633, -4.0934)
C (-1.2675, 2.7579, -0.1395)
H (-0.3954, -1.6625, 0.4283)
O (3.0240, 0.5061, 3.1515)
C (0.7539, -0.2868, 3.5251)
H (-2.9847, 2.6174, 1.1030)
H (6.6352, 4.9521, 6.9453)
H (1.8129, 0.3300, 1.1287)
C (0.5808, -3.4915, 1.6736)
H (-3.7481, -0.2288, -1.6035)
C (4.6114, 3.6939, 5.5185)
H (4.3583, 2.0642, 3.4536)
H (-3.3893, -5.9805, -4.2816)
C (-3.8072, -4.1573, -5.2378)
O (0.1172, 0.1815, 2.3491)
H (4.0152, 1.6195, 1.7718)
O (5.6023, 2.9625, 6.0728)
H (1.0223, -3.9113, 2.5774)
H (-0.4579, -3.2172, 1.8870)
H (-0.1388, -3.7218, -3.7668)
H (-1.6260, 3.6337, -0.6820)
H (-2.4018, -0.4068, -0.4693)
C (6.9419, 3.3552, 5.7368)
H (3.5515, 2.3232, 6.3000)
O (-1.7841, -4.8381, -3.9786)
H (-4.0733, -0.3358, 0.1370)
H (7.5219, 2.4348, 5.8157)
H (-0.8095, -4.1885, -1.5064)
H (-0.6828, 3.1051, 0.7179)
O (-2.6280, -3.2073, -1.6004)
H (-4.8616, -4.4576, -5.3016)
H (1.5637, 1.6079, 4.1264)
H (0.4368, 3.1830, -3.1891)
C (-0.6986, 1.6357, -2.2344)
H (-2.4525, -2.5679, -6.6762)
H (-2.5754, -5.0448, -0.6325)
H (1.1000, -1.3610, -0.4727)
H (-0.9743, 5.5188, -4.0096)
H (-0.0826, 5.1383, -2.5178)
H (-3.3202, -4.4533, -6.1737)
C (-0.5728, 2.7597, -3.2398)
H (-4.0324, -1.7710, -6.8626)
H (-3.6944, -4.6568, -3.1494)
H (6.9408, 3.7084, 4.6986)
H (-0.7325, -2.4513, -1.8426)
H (2.8108, 2.5279, 2.7048)
O (-3.2952, 1.4632, -0.5648)
O (-1.5476, 3.7649, -3.0506)
H (-4.1214, -4.1729, -0.6272)
H (-0.0179, -0.2267, 4.2979)
H (8.1280, 4.9227, 6.2855)
C (-1.2957, -3.3704, -2.0502)
C (0.6631, -1.3953, 0.5346)
C (-3.0401, -4.0564, -0.5550)
C (0.7734, 0.0012, 1.1041)
O (-0.3513, 1.9868, -0.9052)
O (3.4301, 3.1216, 5.7678)
H (-1.7693, 5.6822, -2.4319)
O (-3.7388, -2.7566, -5.0553)
H (-2.8018, -3.6321, 0.4271)
H (-2.8202, -1.0929, -5.7597)
C (3.5732, 1.7463, 2.7604)
C (-2.4205, 1.9599, 0.4300)
H (-0.6988, 2.3179, -4.2379)
O (4.7441, 4.7003, 4.9014)
C (-3.3833, 0.0575, -0.6177)
N (7.4061, 4.3396, 6.6972)
H (0.2385, 0.6513, 0.4061)

Values from the calculation:
* total energy: -1747.68554 hartree
* orbital gap: 0.352 hartree
* SMILES string: COCCOCCOC.COCCOCCOC.COCCOCCOC.NCOC(=O)O
* charge: 0
* E_LUMO: 0.63 eV

***

Molecular formula: C30H29AsFN4O8SbSe4Ti
Method: DFT, ωB97M-V/def2-TZVPD

Element x y z (Å)
C (3.3227, 1.3969, -3.4482)
C (-6.1332, 1.8924, -1.0603)
H (-6.7467, 2.1110, -3.1054)
H (-0.3076, 4.0402, 4.0263)
H (2.4185, -5.0068, 2.7904)
Ti (-2.1752, 0.9402, 0.4696)
H (-1.1668, -4.1198, 1.0963)
C (-0.4340, -3.3281, 0.9933)
O (-2.4957, -0.7075, 1.8068)
C (3.2326, -3.1835, 0.8403)
C (4.1992, -2.2216, 0.6472)
O (-3.8221, 1.5756, 1.6724)
N (-3.9865, 0.9671, -0.7405)
C (4.5940, 1.2041, -4.2231)
H (4.5435, -4.6914, 1.5990)
C (-2.5202, 0.1689, -2.3840)
H (-3.0933, 1.0133, 4.2822)
H (0.1652, 4.0003, 2.2976)
C (2.4991, -5.3746, 1.7645)
H (-3.3858, 2.7332, 4.0673)
H (5.4435, 0.0461, -5.6543)
C (3.8425, -0.8906, 0.4535)
As (-1.2980, 2.0358, 2.8608)
C (1.1115, -5.7578, -0.3377)
H (1.8040, -5.2449, -1.0061)
C (1.1631, -5.1596, 1.0649)
C (2.1933, 0.6019, -3.6126)
C (0.1406, 1.0386, 3.7424)
O (-0.1170, 0.1977, 0.6010)
H (2.2551, 0.5516, 0.3054)
H (3.8378, -0.4402, -5.2424)
C (-0.8389, -2.0460, 0.8562)
C (1.5452, -1.4393, 0.6838)
F (4.8292, 0.0028, 0.2502)
H (0.1106, -5.6536, -0.7569)
H (-4.6436, 1.0450, -3.9982)
C (1.8791, -2.7896, 0.8516)
O (-3.1316, -2.2745, 0.2978)
C (-2.6193, 1.9935, 4.2853)
H (0.3394, 1.4278, 4.7423)
Sb (-1.0948, 6.0279, -0.1747)
H (5.2485, -2.4915, 0.6401)
O (-2.3395, -0.3510, -3.4732)
C (-5.0990, 1.4836, -0.2407)
Se (1.2404, 5.8671, 0.3592)
Se (-1.8101, 3.1800, -0.1581)
C (0.1454, -1.0102, 0.7005)
C (1.0739, 0.8559, -2.8319)
C (-4.8182, 1.1820, -2.9407)
H (3.7986, -5.0994, 0.0687)
N (1.0318, 1.8270, -1.9258)
O (-6.0489, 1.8069, 1.9146)
H (2.7123, -6.4439, 1.8105)
C (-0.6453, 3.8426, 3.0076)
H (0.3770, -5.6115, 1.6724)
C (3.6094, -4.6289, 1.0384)
H (2.1419, -0.2090, -4.3293)
H (-7.0132, 2.3274, -0.6083)
N (0.8639, -3.7237, 1.0200)
H (0.1776, 0.2514, -2.9269)
H (4.1201, 3.0796, -2.3930)
N (4.6512, 0.1084, -5.0406)
Se (-1.6323, 6.5033, -2.4538)
C (2.5411, -0.4807, 0.4676)
H (1.9998, 3.4283, -1.0797)
C (-2.3103, -1.6783, 0.9760)
C (-5.0293, 1.6375, 1.2596)
C (3.2658, 2.4305, -2.5245)
H (-2.1518, 2.2033, 5.2490)
H (1.3700, -6.8184, -0.3112)
H (1.0485, 1.1068, 3.1425)
H (-0.1602, -0.0087, 3.8067)
C (-3.8437, 0.7927, -2.0459)
Se (-2.4966, 6.9158, 1.5449)
H (-1.4506, 4.5266, 2.7404)
O (5.5453, 1.9566, -4.1269)
C (2.0980, 2.6133, -1.7912)
O (-1.6959, 0.1875, -1.3885)
C (-5.9747, 1.7585, -2.4323)

Values from the calculation:
* total energy: -15013.02417 hartree
* orbital gap: 0.181 hartree
* charge: -2
* energy above the lowest of the compared OMol25 structures with the same formula, charge and spin: 114.8 kJ/mol
* E_LUMO: 3.06 eV

***

Molecular formula: C4H5NO2
Method: DFT, ωB97M-V/def2-TZVPD

Element x y z (Å)
C (-1.2804, -0.7487, 0.1298)
H (-3.2467, -0.5205, 0.4627)
O (0.1448, 2.2799, -0.4429)
C (1.1676, 0.1130, -0.1391)
C (-0.0859, -0.5542, 0.2159)
H (-2.8284, -1.3089, -0.9619)
C (1.0441, 1.6312, 0.0233)
H (2.3089, -1.2244, 0.6710)
N (-2.5694, -1.1066, -0.0053)
H (1.3014, -0.0741, -1.2178)
O (2.3210, -0.2639, 0.5824)
H (1.8749, 2.0852, 0.5993)

Values from the calculation:
* total energy: -360.56224 hartree
* orbital gap: 0.359 hartree
* SMILES string: NC#C[C@H](O)C=O
* charge: 0
* energy above the lowest of the compared OMol25 structures with the same formula, charge and spin: 281.4 kJ/mol
* E_LUMO: 0.72 eV

***

Molecular formula: C5H8N4
Method: DFT, ωB97M-V/def2-TZVPD

Element x y z (Å)
C (1.9521, -0.1668, -0.2042)
N (-0.2912, 2.0805, -0.4904)
H (-2.1049, -2.5318, -0.1957)
H (2.4084, -1.1761, -0.2784)
H (2.0666, 0.3858, -1.1486)
N (-2.5657, 0.6450, -0.2495)
H (0.5544, 0.4679, 2.1834)
C (-0.2505, -1.5627, 0.0494)
C (-2.2488, -0.4441, -0.1581)
C (-0.2468, 1.0301, 0.1821)
C (0.4823, -0.3326, 0.1307)
H (-0.5012, 2.9442, 0.0391)
H (0.1915, -2.5841, -0.1663)
H (2.5655, 0.4547, 0.5558)
N (-1.5659, -1.6594, -0.0206)
H (-0.5178, 1.9753, -1.5142)
N (0.0721, 0.4740, 1.2854)

Values from the calculation:
* total energy: -413.52804 hartree
* orbital gap: 0.354 hartree
* SMILES string: C[C@@]1(/C=[NH+]\C#N)NC1=[NH2+]
* charge: +2
* energy above the lowest of the compared OMol25 structures with the same formula, charge and spin: 237.2 kJ/mol
* E_LUMO: -10.89 eV

***

Molecular formula: C6H11NO
Method: DFT, ωB97M-V/def2-TZVPD

Element x y z (Å)
C (0.3776, 0.0584, 0.8034)
H (-0.5582, -1.4603, 2.0814)
H (-0.4723, -0.2286, -1.0607)
H (-2.3815, 0.8076, -0.9299)
N (-1.9840, -0.0831, 0.9469)
H (1.8299, 1.5681, -0.1035)
H (0.8355, -1.8524, -0.4458)
C (1.3647, 0.6143, -0.2228)
H (0.1766, 0.9358, 1.3844)
H (-2.4634, 0.3698, 1.7053)
H (3.0935, -0.7841, -0.8119)
C (-0.7729, -0.9267, 1.1541)
C (-0.2410, 0.8009, -0.5329)
H (2.2361, 0.1981, -2.1814)
C (-1.6568, 1.0515, 0.0455)
C (2.1502, -0.2935, -1.2760)
H (-0.7082, -1.5946, 0.1704)
O (1.0988, -1.3570, -1.3013)
H (-1.9247, 2.1759, 0.5747)

Values from the calculation:
* total energy: -364.94680 hartree
* orbital gap: 0.350 hartree
* SMILES string: OCC1[C@@H]2CNC[C@@H]12
* charge: 0
* energy above the lowest of the compared OMol25 structures with the same formula, charge and spin: 747.4 kJ/mol
* E_LUMO: 0.92 eV

***

Molecular formula: C2H6N2O2
Method: DFT, ωB97M-V/def2-TZVPD

Element x y z (Å)
H (0.0681, 0.0267, 2.5048)
H (-1.6697, -1.1576, -0.3620)
H (1.4869, 1.8430, -0.0325)
O (-0.8284, 0.2027, -1.5545)
N (1.1628, 1.1332, -0.8370)
H (0.9660, 1.7879, -1.5934)
C (0.0445, 0.3615, -0.6588)
C (0.8292, -0.4616, 1.6391)
O (-1.3104, -0.7888, 0.7123)
N (0.0235, -0.4984, 0.4160)
H (0.8637, -1.5963, 1.8886)
H (1.8485, -0.0582, 1.3980)

Values from the calculation:
* total energy: -339.69743 hartree
* orbital gap: 0.353 hartree
* SMILES string: CN(O)C(N)=O
* charge: 0
* energy above the lowest of the compared OMol25 structures with the same formula, charge and spin: 355.0 kJ/mol
* E_LUMO: 0.65 eV

***

Question: What is the total energy in the second record?
Answer: -325.37680 hartree

***

Question: What is the formula in the fourth record?
Answer: C30H29AsFN4O8SbSe4Ti

***

Question: What is the formula in the eighth record?
Answer: C2H6N2O2

***

Question: What is the total energy in the third record?
Answer: -1747.68554 hartree